# C5H14NO2S

A cluster of 2 separate species, C5H14NO2S in total in a non-equilibrium geometry (ωB97M-V/def2-TZVPD, OMol25).

Its charge is -1. As for the molar mass: 152.2 g mol⁻¹. The spin multiplicity is 1. As for the LUMO energy: 0.109 Eh. The value obtained for the frontier orbital gap is 6.40 eV.

Cartesian coordinates (Å):
C: -0.19569 -0.70749 -0.71765
N: 1.03203 -1.22631 -1.23201
C: 1.65651 -0.07248 -2.03749
O: 0.75601 0.73365 -2.57508
C: 0.05643 0.01981 0.57659
C: -0.13072 -0.78983 1.75823
C: -1.56357 -0.84095 2.27356
S: -2.19926 0.70501 3.12405
H: -0.87660 -1.53304 -0.52544
H: -0.63294 0.08409 -1.49309
H: 0.84043 -1.90688 -2.01920
H: 2.16081 0.63848 -1.35974
H: 2.27570 -0.53548 -2.88373
H: -0.51241 0.93114 0.52297
H: 1.10457 0.49008 0.35879
H: 0.53479 -0.45596 2.51850
H: 0.30171 -1.77028 1.49124
H: -1.79932 -1.69871 2.94463
H: -2.13628 -1.06739 1.38693
H: -0.90348 1.01038 3.38606
H: 0.36529 2.11132 -2.40550
H: 0.07470 3.04778 -1.11304
O: -0.20870 2.83305 -1.97957

=====

# C5H14NO3Si

The ion C5H14NO3Si with charge +1 in a non-equilibrium geometry (ωB97M-V/def2-TZVPD, OMol25).

Its charge is +1. As for the molar mass: 164.3 g mol⁻¹. The spin multiplicity is 1. As for the LUMO energy: -0.132 Eh. The value obtained for the frontier orbital gap is 10.10 eV.

Cartesian coordinates (Å):
C: -2.18999 -0.51064 -0.49565
C: -2.13485 0.49562 0.68466
C: 3.09167 -1.98560 0.27267
C: 0.80028 1.06597 -2.29903
C: -0.51238 1.85088 1.93216
N: -1.03095 -1.46024 -0.23212
O: 1.70753 -1.79074 0.32184
O: 1.14154 -0.07143 -1.63627
O: -0.91040 1.27796 0.75633
Si: 0.54402 -1.01892 -0.47365
H: -3.18641 -1.01695 -0.42325
H: -2.20738 -0.24161 -1.58670
H: -2.94474 1.20237 0.54770
H: -2.19981 0.02242 1.65920
H: 3.53420 -1.72777 1.23805
H: 3.35923 -1.13330 -0.41393
H: 3.32300 -3.06727 -0.07787
H: -0.34201 1.03733 -2.27079
H: 1.33765 1.13004 -3.27048
H: 0.94551 1.92990 -1.57502
H: -1.42619 2.21233 2.51442
H: 0.22880 1.21676 2.68327
H: 0.19195 2.57636 1.56532
H: -1.12028 -1.99348 0.57912

=====

# C5H14NO4

A cluster of 3 separate species, C5H14NO4 in total in a non-equilibrium geometry (ωB97M-V/def2-TZVPD, OMol25).

As for the molar mass: 152.2 g mol⁻¹. The spin multiplicity is 2. As for the LUMO energy (spin up / spin down): 0.021 / -0.140 Eh. The value obtained for the frontier orbital gap (spin up / spin down) is 11.70 / 6.63 eV.

Cartesian coordinates (Å):
C: -0.62202 -0.21356 -1.41559
C: -0.36184 -0.94307 -0.05482
C: 0.80980 -1.94420 -0.17134
C: -1.64453 -1.54929 0.55140
N: -0.22258 1.17823 -1.41450
C: 0.99102 1.48362 -2.10743
O: 1.25235 0.98149 -3.16806
O: 1.65268 2.32211 -1.39413
H: -1.69414 -0.20095 -1.60275
H: -0.18607 -0.85483 -2.17377
H: -0.09812 -0.16197 0.66100
H: 1.53152 -1.91341 0.64312
H: 1.31913 -1.75141 -1.11282
H: 0.41497 -2.96216 -0.22048
H: -1.60300 -2.60993 0.79128
H: -2.45395 -1.55941 -0.19691
H: -2.06593 -0.90524 1.32121
H: -0.27428 1.56345 -0.47653
H: 1.70540 1.83790 0.31759
H: 1.82683 2.98884 1.23378
O: 1.44671 2.09956 1.22187
H: -0.87161 1.20711 2.20835
H: 0.00364 0.76488 3.38590
O: -0.85598 1.14224 3.17362

=====

# C5H14NOS

A cluster of 2 separate species, C5H14NOS in total in a non-equilibrium geometry (ωB97M-V/def2-TZVPD, OMol25).

Its charge is -1. As for the molar mass: 136.2 g mol⁻¹. The spin multiplicity is 1. As for the LUMO energy: 0.136 Eh. The value obtained for the frontier orbital gap is 6.22 eV.

Cartesian coordinates (Å):
C: -0.84632 -0.94976 1.32472
N: -1.65320 -0.38133 0.21708
C: -1.11797 0.93401 -0.25280
C: -1.61336 1.28020 -1.66448
S: -0.00225 1.03775 -2.64570
C: 0.09441 -2.12420 0.97832
C: 1.60726 -1.82014 0.70641
H: -1.64317 -1.36149 2.18322
H: -0.24924 -0.05267 1.90581
H: -1.76340 -1.11038 -0.56927
H: -0.14445 1.01957 -0.07039
H: -1.57862 1.80435 0.31866
H: -2.42934 0.60531 -2.00609
H: -1.93484 2.25726 -2.07677
H: -0.29412 -2.65945 0.04715
H: -0.03099 -2.66305 1.87499
H: 1.77536 -1.05120 1.28311
H: 2.29732 -2.59356 1.15453
H: 1.82868 -1.38546 -0.27536
H: 2.16161 3.29726 -0.19558
H: 2.59897 2.76405 -1.52079
O: 2.93764 3.15290 -0.71676

=====

# C5H14NOS

A cluster of 2 separate species, C5H14NOS in total in a non-equilibrium geometry (ωB97M-V/def2-TZVPD, OMol25).

Its charge is -1. As for the molar mass: 136.2 g mol⁻¹. The spin multiplicity is 1. As for the LUMO energy: 0.138 Eh. The value obtained for the frontier orbital gap is 6.48 eV.

Cartesian coordinates (Å):
C: 0.94890 -1.22374 0.46530
C: 0.24213 -2.42467 -0.18319
S: -1.41966 -2.15728 -0.89123
C: 1.27742 -0.13995 -0.58138
N: 1.00925 1.30597 -0.21457
C: 0.20677 1.87706 -1.28039
C: 0.37356 1.48405 1.05937
H: 1.79219 -1.65050 1.01394
H: 0.28044 -0.91186 1.28357
H: 0.95344 -2.90626 -0.88196
H: 0.19243 -3.18933 0.60554
H: 0.69105 -0.43762 -1.44492
H: 2.36795 -0.14319 -0.58217
H: -0.49943 1.21259 -1.81063
H: 0.79639 2.21971 -2.13055
H: -0.38915 2.76582 -1.04163
H: 1.04967 1.18791 1.88337
H: 0.33254 2.57612 1.21755
H: -0.58142 1.05864 1.36944
H: -3.65345 -0.74955 0.34759
H: -2.54130 0.13233 1.05820
O: -3.42973 0.11374 0.73874

=====

# C5H14NS

A cluster of 2 separate species, C5H14NS in total (ωB97M-V/def2-TZVPD, OMol25).

Its charge is +1. As for the molar mass: 120.2 g mol⁻¹. The spin multiplicity is 1. As for the LUMO energy: -0.165 Eh. The value obtained for the frontier orbital gap is 8.32 eV.

Cartesian coordinates (Å):
C: 1.35182 -2.10569 0.53009
C: 0.06186 -1.94730 1.32202
C: -0.39444 0.09925 2.55890
N: -0.30231 -0.52363 1.46265
H: 1.27335 -1.69572 -0.47245
H: 2.17536 -1.61864 1.04231
H: 1.59272 -3.15806 0.42221
H: -0.79003 -2.42040 0.83308
H: 0.16485 -2.35133 2.33271
H: -0.71746 1.12933 2.55285
H: -0.14511 -0.38714 3.48863
H: -0.59622 0.01251 0.61197
C: 1.15094 1.52040 -0.97345
S: -0.65273 1.40378 -1.02712
C: -0.85705 0.14802 -2.30964
H: 1.56661 1.49291 -1.97514
H: 1.60250 0.71787 -0.38483
H: 1.37827 2.47253 -0.51797
H: -1.89948 0.16934 -2.62481
H: -0.20756 0.40692 -3.13745
H: -0.61739 -0.84427 -1.94687

=====

# C5H14NS

A structure of composition C5H14NS in a non-equilibrium geometry (ωB97M-V/def2-TZVPD, OMol25).

Its charge is +1. As for the molar mass: 120.2 g mol⁻¹. The spin multiplicity is 1. As for the LUMO energy: -0.116 Eh. The value obtained for the frontier orbital gap is 10.42 eV.

Cartesian coordinates (Å):
C: 0.56748 2.16099 -0.22576
C: -1.66133 1.66076 -1.16665
C: -1.29051 -1.02085 -0.55202
C: 1.59288 -1.72819 1.83480
C: -0.45073 1.18196 -0.56687
N: -0.26982 -0.04367 -0.13244
S: 1.74047 -1.08936 0.19298
H: -0.10268 2.85914 0.30251
H: 0.93323 2.58987 -1.18070
H: 1.25884 1.67060 0.40203
H: -1.44600 2.72835 -1.36180
H: -2.47811 1.51698 -0.60441
H: -1.82754 1.26022 -2.13056
H: -0.85722 -2.02828 -0.34701
H: -2.18921 -0.80328 0.02355
H: -1.44470 -0.97276 -1.63034
H: 1.62236 -2.78574 1.90784
H: 0.76497 -1.40920 2.33250
H: 2.54538 -1.41792 2.45827
H: 2.82259 -1.93637 -0.08703
H: 0.98348 -1.93347 -0.55859

=====

# C5H14NS

A cluster of 2 separate species, C5H14NS in total in a non-equilibrium geometry (ωB97M-V/def2-TZVPD, OMol25).

Its charge is +1. As for the molar mass: 120.2 g mol⁻¹. The spin multiplicity is 1. As for the LUMO energy: -0.188 Eh. The value obtained for the frontier orbital gap is 7.21 eV.

Cartesian coordinates (Å):
C: 2.90285 1.74552 -0.50755
C: 1.67003 0.93262 -0.12831
C: 1.81365 0.16035 1.18065
S: 0.33712 -0.87616 1.44566
H: 2.75704 2.12882 -1.52008
H: 3.81501 1.15532 -0.46998
H: 2.99964 2.62825 0.12515
H: 0.77031 1.54817 -0.03309
H: 1.52506 0.18396 -0.91858
H: 1.90569 0.86033 2.01002
H: 2.67945 -0.49867 1.17754
H: 0.56657 -1.17881 2.73378
C: -3.19534 -0.69933 -0.30948
C: -1.44192 -0.14887 -1.92484
N: -2.66656 -0.29062 -1.62330
H: -3.54426 -1.72611 -0.38437
H: -4.00340 -0.03053 -0.02586
H: -2.37998 -0.61880 0.40690
H: -0.68712 -0.28844 -1.15687
H: -1.12756 -0.15472 -2.96306
H: -3.36649 -0.12325 -2.34421

=====

# C5H14NS

A cluster of 2 separate species, C5H14NS in total (ωB97M-V/def2-TZVPD, OMol25).

Its charge is +1. As for the molar mass: 120.2 g mol⁻¹. The spin multiplicity is 1. As for the LUMO energy: -0.121 Eh. The value obtained for the frontier orbital gap is 9.56 eV.

Cartesian coordinates (Å):
C: -2.38695 2.03402 -0.45524
S: -0.61602 2.21137 -0.13791
C: -0.00508 1.81736 -1.79982
H: -2.63294 1.02936 -0.79600
H: -2.69061 2.75047 -1.21477
H: -2.92696 2.23674 0.46302
H: 1.05955 2.04222 -1.82447
H: -0.17903 0.77459 -2.05761
H: -0.50554 2.46461 -2.51377
C: 1.22833 -2.78638 1.10184
C: 1.09278 -1.33659 0.77395
C: 2.01910 -0.52548 0.31582
N: -0.26179 -0.79860 1.04551
H: 2.24219 -3.12367 0.91079
H: 0.99649 -2.98159 2.14963
H: 0.55198 -3.39464 0.49526
H: 1.83881 0.52314 0.13107
H: 3.00049 -0.92122 0.12004
H: -0.51993 -0.92494 2.02491
H: -0.94242 -1.31274 0.48459
H: -0.36244 0.22195 0.78318

=====

# C5H14O

A cluster of 2 separate species, C5H14O in total in a non-equilibrium geometry (ωB97M-V/def2-TZVPD, OMol25).

As for the molar mass: 90.2 g mol⁻¹. The spin multiplicity is 1. As for the LUMO energy: 0.036 Eh. The value obtained for the frontier orbital gap is 11.21 eV.

Cartesian coordinates (Å):
C: 1.82125 -0.43814 -1.04652
C: 2.86056 0.64112 -1.45680
O: 1.71034 -0.52258 0.36152
H: 0.84269 -0.05789 -1.37045
H: 2.05552 -1.43271 -1.43967
H: 2.51217 1.56240 -0.95946
H: 2.48091 -0.18071 0.80314
H: 2.70844 0.88653 -2.50616
H: 3.84534 0.35882 -1.10941
C: -2.23229 -0.44477 0.76915
C: -2.46694 0.44872 1.98937
C: -1.84873 0.23334 -0.57093
H: -2.90484 -1.28165 0.64327
H: -1.34330 -1.04094 1.08547
H: -3.41930 0.98437 1.86215
H: -2.28155 -0.08362 2.91857
H: -1.57288 1.28215 -0.56025
H: -1.72663 1.25421 1.91286
H: -2.63668 -0.17284 -1.20094
H: -1.05559 -0.37486 -0.99040

=====

The records above yield energy relative to the best compared isomer or geometry (same formula, charge and spin) values of 38.2; 48.7; 9.9; 69.7; 39.0; 18.5; 70.7; 31.3; 16.3; 35.4 kcal/mol, respectively.